Record 1
DFT (the ωB97M-V functional and the def2-TZVPD basis) results for 11 unconnected molecules or ions with the total composition C5H32N2O11.

Geometry as ORCA input:
```
! wB97M-V def2-TZVPD RIJCOSX def2/J DEFGRID3
* xyz 0 1
O -4.444 -0.568 0.528
O 0.800 -1.865 -1.573
O 2.995 1.967 -2.007
O -2.642 1.631 3.275
O -2.518 0.260 -3.111
O -3.023 -1.013 3.123
O -1.024 -2.147 1.143
O 3.391 -0.725 -2.099
O -3.268 1.946 -0.593
O 1.956 -2.129 1.401
O 0.278 -4.413 0.104
N -0.539 1.679 -0.990
N 1.829 0.577 0.610
C 0.844 1.531 1.083
C 3.180 1.060 0.950
C -0.450 0.661 -2.039
C -1.504 0.911 -3.108
C -0.491 1.213 0.429
H 3.218 1.107 -1.623
H 1.112 2.601 0.977
H -0.658 -4.225 0.237
H -2.745 0.793 3.736
H -2.407 2.399 -0.559
H 0.754 -2.340 -0.730
H -0.626 -0.341 -1.673
H -1.307 1.755 0.899
H -3.793 -1.089 2.551
H -2.204 -1.265 2.709
H 0.793 1.642 2.177
H 1.832 0.521 -0.401
H 3.313 1.235 2.016
H 2.924 -1.489 -1.712
H -3.129 1.427 -1.393
H 3.453 -1.088 -2.993
H 0.139 2.418 -1.121
H 3.930 0.361 0.581
H 1.874 -1.220 1.041
H 2.679 -2.624 1.011
H 3.300 2.050 0.499
H 0.671 -4.181 0.954
H -1.182 1.679 -3.832
H -0.133 -1.798 1.232
H -1.518 -1.427 0.731
H 0.551 0.600 -2.491
H 3.654 2.583 -1.673
H -1.958 2.274 3.430
H 0.773 -2.590 -2.209
H -4.188 -0.755 -0.388
H -3.950 0.276 0.532
H -0.541 0.135 0.358
*
```

- Gap between HOMO and LUMO: 9.284 eV
- SMILES: CNCCNCC=O.O.O.O.O.O.O.O.O.O.O
- Relative energy (zero: lowest compared OMol25 entry of this formula, charge and spin): 93.4 kcal per mole
- Energy: -1146.79666 Ha
- Maximum force: 0.0394 Eh/bohr

Record 2
DFT (the ωB97M-V functional and the def2-TZVPD basis) results for a molecular structure, C18H29O6Ti.

Geometry as ORCA input:
```
! wB97M-V def2-TZVPD RIJCOSX def2/J DEFGRID3
* xyz 2 2
Ti 0.000 -0.015 0.007
O 0.899 -1.920 -0.188
O -0.360 -0.811 1.857
O -0.272 1.716 1.230
O 1.677 1.219 -1.061
O 2.272 -0.131 1.109
O -0.829 1.498 -1.392
C -2.838 -2.155 -2.483
C 1.360 2.081 -2.172
C -1.024 1.383 2.427
C -2.950 -0.917 -0.005
C 3.019 1.408 -0.573
C -1.701 -1.575 -1.937
C -0.411 0.115 2.967
C -4.096 -1.492 -0.546
C -1.452 2.589 -0.693
C 2.992 1.089 0.901
C -4.040 -2.110 -1.787
C -0.635 2.941 0.532
C 3.010 -1.328 0.805
C -0.055 1.743 -2.573
C 0.129 -2.155 2.114
C 2.330 -2.008 -0.362
C 0.296 -2.835 0.766
C -1.734 -0.943 -0.690
H -2.448 2.233 -0.427
H 0.927 -3.719 0.857
H -1.031 -0.303 3.760
H -5.029 -1.466 0.003
H -0.610 -2.683 2.717
H -4.929 -2.559 -2.209
H -0.515 2.529 -3.172
H -1.192 3.585 1.213
H 4.047 -1.096 0.559
H -2.073 1.245 2.158
H -1.555 3.452 -1.352
H 3.016 -1.951 1.699
H 0.307 3.425 0.282
H -3.029 -0.464 0.980
H 2.617 -3.053 -0.470
H 3.316 2.448 -0.724
H -0.103 0.811 -3.137
H 1.060 -2.065 2.674
H -0.664 -3.107 0.336
H 2.450 1.856 1.452
H 4.001 1.016 1.310
H -2.790 -2.647 -3.446
H 2.524 -1.493 -1.302
H 1.467 3.117 -1.841
H 0.609 0.270 3.322
H -0.775 -1.642 -2.506
H -0.934 2.192 3.152
H 2.053 1.906 -2.997
H 3.699 0.772 -1.145
*
```

- Gap between HOMO and LUMO (spin up / spin down): 8.367 / 8.956 eV
- Energy: -2003.62684 Ha
- Maximum force: 0.0118 Eh/bohr

Record 3
DFT (the ωB97M-V functional and the def2-TZVPD basis) results for a molecular structure, C30H52CuNO7P2S4Si.

Geometry as ORCA input:
```
! wB97M-V def2-TZVPD RIJCOSX def2/J DEFGRID3
* xyz -1 2
Cu 1.302 -0.537 -0.611
S 3.486 -2.244 -4.463
S 3.354 -0.988 -1.786
S 0.961 -3.707 -4.129
S 0.474 -2.629 -1.412
P -0.389 1.184 2.354
P 2.217 -0.443 1.621
Si -0.332 1.797 -2.296
O 1.293 -4.503 2.932
O 0.253 1.004 -1.065
O -0.420 3.437 -2.054
O 2.450 -3.824 -6.300
O -1.898 1.393 -2.661
O 0.636 -2.787 1.659
O 0.490 1.645 -3.720
N -0.827 -4.454 4.491
C 1.531 -0.581 3.343
C 1.602 2.321 -4.271
C 2.069 -1.465 4.278
C -1.036 5.591 -1.324
C 0.342 0.105 3.666
C -1.984 -5.361 4.369
C -1.540 -0.679 -3.881
C 2.028 1.500 -5.481
C -0.723 4.168 -0.883
C 0.316 -0.969 5.843
C 0.428 -3.559 2.555
C -0.242 -0.098 4.915
C 3.652 -1.590 1.725
C -3.776 0.426 -3.705
C 1.208 3.729 -4.723
C 1.473 -1.658 5.520
C -1.617 -0.009 1.684
C 1.447 -2.692 -2.778
C 2.652 -1.998 -2.938
C -2.981 -4.624 3.480
C 0.494 4.154 0.041
C -2.067 -3.896 2.496
C -1.488 2.264 3.374
C 2.325 -3.358 -5.196
C -1.935 3.556 -0.184
C 2.741 2.399 -3.256
C -2.466 0.136 -2.980
C 3.172 1.132 1.757
C -0.855 -3.503 3.363
C -2.743 -0.623 -1.683
H -0.150 -1.104 6.813
H 2.962 -2.024 4.039
H 4.339 -1.306 2.525
H 3.821 1.140 2.634
H -4.280 -0.505 -3.973
H 1.356 4.572 -0.487
H 3.782 1.208 0.854
H -1.149 0.432 5.177
H -2.005 -1.631 -4.148
H 3.548 3.029 -3.640
H -0.867 2.831 4.071
H 2.060 4.214 -5.205
H -0.185 6.004 -1.870
H 0.883 4.325 -3.871
H -1.667 -6.287 3.881
H -3.479 -0.079 -1.084
H -0.943 -2.472 3.713
H -3.553 -3.904 4.071
H -1.818 -0.709 -1.109
H 1.916 -2.346 6.230
H -1.903 5.595 -1.988
H 2.916 1.932 -5.949
H -2.219 0.485 0.920
H 2.256 0.478 -5.172
H -2.530 -3.023 2.040
H 3.316 -2.618 1.855
H -2.254 4.172 0.660
H -1.309 -0.117 -4.789
H -1.243 6.226 -0.460
H 1.219 1.469 -6.214
H -1.061 -0.814 1.197
H -3.122 -1.628 -1.889
H 0.871 -4.911 3.722
H 2.497 1.988 1.786
H -0.598 -0.885 -3.368
H 2.378 2.818 -2.313
H -2.758 3.457 -0.894
H 0.725 3.124 0.318
H -2.255 1.720 3.929
H -3.578 0.996 -4.615
H -4.435 1.015 -3.064
H -2.374 -5.619 5.353
H 3.141 1.405 -3.046
H -3.684 -5.295 2.986
H -1.757 -4.564 1.690
H 0.312 4.745 0.944
H -2.264 -0.412 2.469
H -1.979 2.972 2.707
H 0.378 3.676 -5.433
H -0.824 -3.962 5.372
H -1.677 2.555 0.171
H 4.172 -1.529 0.771
*
```

- Gap between HOMO and LUMO (spin up / spin down): 6.198 / 6.181 eV
- Relative energy (zero: lowest compared OMol25 entry of this formula, charge and spin): 0.0 kcal per mole
- Energy: -5961.59761 Ha
- Maximum force: 0.0105 Eh/bohr

Record 4
DFT (the ωB97M-V functional and the def2-TZVPD basis) results for C7H11N in the gas phase.

Geometry as ORCA input:
```
! wB97M-V def2-TZVPD RIJCOSX def2/J DEFGRID3
* xyz 0 1
N 0.865 0.610 -0.585
C -1.543 0.386 -0.162
C -0.381 -1.220 1.075
C 2.149 -0.309 -0.243
C -0.162 -1.626 -0.376
C -2.748 0.641 -0.332
C 1.020 1.825 0.427
C -0.261 -0.260 -0.204
H 2.418 -0.556 0.908
H 1.827 -1.325 -0.768
H 0.438 -1.079 2.001
H -0.936 -2.292 -1.109
H -3.826 1.265 -0.095
H 0.848 -2.111 -0.320
H 0.231 2.797 0.129
H 1.934 2.304 0.194
H -1.336 -1.123 1.570
H 0.806 1.373 1.619
H 3.095 -0.156 -1.147
*
```

- Gap between HOMO and LUMO: 9.464 eV
- SMILES: C#CC1(N(C)C)CC1
- Relative energy (zero: lowest compared OMol25 entry of this formula, charge and spin): 222.2 kcal per mole
- Energy: -327.73393 Ha
- Maximum force: 0.1456 Eh/bohr